A structure of composition C28H32MnN5O4SSi, computed with ωB97M-V with the def2-TZVPD basis set.

Last column: Löwdin spin population.
CARTESIAN COORDINATES (ANGSTROEM)
Mn: -0.131652 0.588822 -0.409981  3.821
N: 0.779088 -0.038834 2.560999  0.013
C: 1.505327 1.202684 2.730437  0.002
C: 1.024867 2.333934 1.819009  0.008
O: 1.311193 3.480706 2.134043  0.005
O: 0.373153 2.014551 0.759744  0.020
H: 0.107994 -0.178758 3.304277  0.000
H: 1.391818 -0.839859 2.530524  0.000
H: 2.560134 1.058003 2.481632  0.000
H: 1.473695 1.585722 3.755365  0.000
N: -3.923591 2.207783 0.263479  0.068
C: -3.986352 1.436617 1.408938  0.001
C: -4.930097 1.356740 2.410279  0.019
C: -4.713709 0.429417 3.432331  0.037
C: -3.587552 -0.383195 3.421317  0.010
C: -2.633508 -0.295988 2.409627  0.040
C: -2.823998 0.632295 1.392469  -0.002
N: -2.074097 0.923773 0.278001  0.098
C: -2.728132 1.924307 -0.377446  0.173
C: -2.293290 2.534391 -1.551461  0.105
C: -2.975539 3.397725 -2.427710  0.298
S: -1.966964 3.742849 -3.792887  0.137
C: -0.727668 2.751202 -3.106191  -0.019
N: -1.010535 2.215358 -1.975416  0.044
H: -4.470584 3.028388 0.078694  0.005
H: -5.810387 1.987546 2.404873  0.000
H: -5.433496 0.343247 4.235746  0.003
H: -3.446553 -1.104781 4.216344  0.000
H: -1.774278 -0.946974 2.397716  0.002
H: -3.994681 3.733676 -2.393182  0.024
H: 0.222914 2.623920 -3.600613  -0.002
C: 3.066374 1.570027 -3.378202  0.001
Si: 2.775650 1.650963 -1.495136  0.004
C: 2.099029 3.366362 -1.193054  0.000
C: 4.436605 1.657445 -0.593358  0.000
N: 1.803994 0.301111 -0.967569  -0.008
C: 2.286677 -0.977444 -1.168337  0.002
C: 3.412221 -1.286014 -1.959125  0.003
C: 3.890662 -2.576586 -2.134789  0.000
C: 3.251352 -3.650927 -1.545541  0.005
C: 2.121628 -3.403647 -0.772936  0.000
C: 1.672699 -2.113703 -0.581431  0.004
O: 0.536818 -1.837933 0.142236  0.022
C: -0.105287 -2.784474 0.885478  0.001
C: -1.442412 -3.012215 0.592235  0.001
C: -2.172225 -3.894372 1.373708  0.000
C: -1.571685 -4.555933 2.435415  0.001
C: -0.228824 -4.331154 2.712202  0.000
C: 0.511611 -3.449412 1.939644  0.001
H: 2.831408 2.532939 -3.837186  0.000
H: 2.431991 0.809861 -3.837552  0.000
H: 4.101194 1.335178 -3.635856  0.000
H: 2.787945 4.042085 -1.711683  0.000
H: 2.079983 3.641519 -0.141781  0.000
H: 1.101622 3.535551 -1.587847  0.000
H: 5.103464 2.407174 -1.025237  0.000
H: 4.948688 0.696938 -0.602095  0.000
H: 4.261833 1.938143 0.447763  0.000
H: 3.924460 -0.484974 -2.465693  0.000
H: 4.766255 -2.734309 -2.753819  0.000
H: 3.602044 -4.664133 -1.688030  0.000
H: 1.582103 -4.226551 -0.322061  0.000
H: -1.885034 -2.465468 -0.229204  0.000
H: -3.220431 -4.052611 1.157647  0.000
H: -2.145351 -5.240848 3.046251  0.000
H: 0.248729 -4.844343 3.537790  0.000
H: 1.561573 -3.280693 2.141861  0.000
C: -1.983372 -0.667630 -2.325187  0.008
O: -0.741722 -0.551013 -1.720337  0.045
H: -2.055353 -1.656065 -2.802772  -0.003
H: -2.139904 0.088195 -3.110146  0.003
H: -2.820531 -0.576304 -1.617225  0.002

Cartesian forces (eV/Å) of the 2 atoms listed first:
Mn 0.0 0.0 -0.3
N -0.1 -0.2 0.0

Output
**E_HOMO (alpha / beta)**: -2.1 / -4.6 eV
**Molecular weight**: 617.7 g/mol
**Charge**: -1
**2S+1**: 6
**Energy above the lowest of the compared OMol25 structures with the same formula, charge and spin**: 135.9 kJ/mol

=====

A structure of composition C32H34GeN8STc in a non-equilibrium geometry, computed with ωB97M-V with the def2-TZVPD basis set.

Last column: Mulliken charge in e.
CARTESIAN COORDINATES (ANGSTROEM)
Tc: -0.395975 1.361900 0.921096  0.070
C: -3.225568 4.347754 -0.718914  -1.415
C: -2.486722 3.358117 0.105899  0.763
N: -1.465968 2.582278 -0.386270  1.044
N: -1.211935 2.726635 -1.685407  -1.377
C: -0.286459 1.937474 -2.167718  0.268
N: 0.026547 1.975624 -3.452317  -0.194
S: 0.591661 0.759261 -1.161149  0.325
C: -2.701950 3.123452 1.446788  -0.489
C: -3.361207 3.851125 2.482646  -0.781
C: -3.238979 3.635369 3.827079  -0.698
C: -2.499278 2.597072 4.558404  -0.200
C: -1.381126 1.990507 4.140696  -0.508
N: -1.886918 2.070825 1.937931  0.911
H: -3.312831 4.008468 -1.746862  0.421
H: -2.685062 5.297852 -0.727367  0.322
H: -4.217858 4.520023 -0.307978  0.469
H: -0.440003 2.636887 -4.058658  0.260
H: 0.767778 1.401819 -3.831329  0.098
H: -4.003756 4.664716 2.168604  0.414
H: -3.839650 4.278044 4.458546  0.440
H: -2.943170 2.294483 5.503360  0.472
H: -0.002116 0.483538 4.378393  0.489
N: -0.986508 0.688195 4.662260  0.588
C: -0.834852 2.373372 2.812090  -0.138
N: -2.108612 0.714332 1.696832  -0.490
C: -2.303422 -0.280233 2.719996  0.267
C: -3.069681 -1.347927 2.255655  -0.211
C: -3.340172 -2.457033 3.042809  -0.930
C: -2.855276 -2.522839 4.337391  -0.827
C: -2.096377 -1.471054 4.832940  -0.874
C: -1.819317 -0.374601 4.038086  0.476
H: -1.074048 0.633145 5.680200  0.596
H: -0.580997 3.430324 2.767480  0.534
H: -3.473057 -1.269178 1.254865  0.593
H: -3.953826 -3.255635 2.648679  0.479
H: -3.078077 -3.370175 4.970855  0.476
H: -1.732148 -1.504887 5.853880  0.467
C: -1.357809 -1.666231 -2.621149  -1.077
Ge: 0.537421 -1.483973 -2.293971  0.549
C: 1.115053 -2.375314 -0.680823  -0.029
C: 2.407447 -2.874799 -0.499420  -0.066
C: 2.729973 -3.580454 0.654579  -0.792
C: 1.764156 -3.808843 1.625318  -0.563
C: 0.471045 -3.324181 1.451595  -0.727
C: 0.149270 -2.606877 0.307663  0.062
C: 1.592466 -1.132302 -3.839843  0.740
C: 0.941104 -1.385780 -5.033783  -0.723
C: 1.609854 -1.264055 -6.265483  -1.118
C: 2.921044 -0.881686 -6.280918  -0.727
C: 3.623924 -0.594768 -5.084407  0.627
C: 4.982713 -0.196458 -5.120503  -0.869
C: 5.660684 0.076474 -3.968162  -0.656
C: 5.002840 -0.029260 -2.725542  -1.068
C: 3.691153 -0.410248 -2.662251  -0.073
C: 2.962802 -0.715374 -3.836925  0.859
H: -1.559030 -2.668634 -3.002647  0.480
H: -1.688130 -0.938211 -3.360529  0.400
H: -1.923721 -1.525997 -1.702591  0.362
H: 3.161391 -2.738652 -1.264651  0.567
H: 3.727536 -3.980693 0.777950  0.481
H: 2.010441 -4.394820 2.501647  0.490
H: -0.295515 -3.542247 2.187095  0.608
H: -0.868926 -2.257502 0.175762  0.160
H: -0.096357 -1.699801 -5.042365  0.421
H: 1.087482 -1.480851 -7.186565  0.441
H: 3.447744 -0.793655 -7.223297  0.450
H: 5.477169 -0.116054 -6.080050  0.448
H: 6.699555 0.373311 -4.003167  0.424
H: 5.548254 0.194298 -1.818110  0.443
H: 3.202714 -0.478521 -1.697052  0.307
N: 1.113979 -0.415955 3.087931  -0.473
N: 1.336857 0.262482 1.829203  -0.222
H: 2.003576 -0.800947 3.405326  0.347
H: 0.532058 -1.222636 2.862967  -0.105
H: 1.747855 -0.392954 1.160155  0.168
H: 2.036807 0.983177 2.007553  0.346

Cartesian forces (eV/Å) of the 2 atoms listed first:
Tc 0.0 1.2 -0.6
C 0.0 0.1 0.0

Output
**E_HOMO (alpha / beta)**: -15.1 / -15.1 eV
**Molecular weight**: 733.4 g/mol
**Charge**: +3
**2S+1**: 1
**Energy above the lowest of the compared OMol25 structures with the same formula, charge and spin**: 559.1 kJ/mol

=====

A structure of composition C9H19AlF5N2OP, computed with ωB97M-V with the def2-TZVPD basis set.

Last column: Mulliken charge in e.
CARTESIAN COORDINATES (ANGSTROEM)
N: 0.232074 -2.682031 0.349083  -0.501
C: 1.212747 -1.903871 0.456719  -0.233
C: 1.166061 -0.735090 1.416302  -0.969
C: 1.237290 0.627401 0.683745  0.702
P: 2.981661 1.192124 0.586017  0.412
O: 3.069936 2.580986 0.077800  -0.660
C: 0.681609 0.585830 -0.729726  -2.155
C: -0.812036 0.257105 -0.733781  -0.848
C: -1.653376 1.126404 0.211534  1.060
C: -3.001631 0.480845 0.598046  -1.244
C: -2.941790 -0.945206 1.111557  -0.331
F: -2.223061 -0.982457 2.323568  -0.321
C: -0.972811 1.584232 1.515386  -1.469
N: 0.526512 1.729159 1.423996  0.015
H: 0.424935 -3.404132 -0.345642  0.297
H: 2.125742 -2.019322 -0.135407  0.394
H: 2.046190 -0.830864 2.071724  0.522
H: 0.289527 -0.824218 2.064280  0.361
H: 3.591143 0.182806 -0.176206  0.112
H: 3.459952 1.017174 1.903516  0.096
H: 1.239444 -0.167783 -1.291921  0.706
H: 0.840105 1.549906 -1.228528  0.642
H: -1.156097 0.435603 -1.752364  0.686
H: -0.953521 -0.807267 -0.558409  0.019
H: -1.901527 2.034492 -0.349335  0.433
H: -3.666496 0.501958 -0.270272  0.394
H: -3.470798 1.093985 1.378240  0.409
H: -2.459973 -1.640549 0.423690  0.307
H: -3.949524 -1.311769 1.320122  0.384
H: -1.178862 0.927768 2.357325  0.532
H: -1.347454 2.575741 1.780645  0.358
H: 0.795061 2.615569 0.977976  0.544
H: 0.892997 1.773776 2.377414  0.406
F: 0.304324 -2.846543 -4.295018  -0.373
Al: 0.980254 -1.339369 -4.012110  0.440
F: 2.009589 -1.431981 -2.641478  -0.412
F: -0.234210 -0.244348 -3.551885  -0.344
F: 1.816012 -0.756063 -5.336603  -0.371

Cartesian forces (eV/Å) of the 2 atoms listed first:
N -0.2 -0.2 0.0
C 0.2 0.1 0.0

Output
**E_HOMO**: -10.9 eV
**Molecular weight**: 324.2 g/mol
**2S+1**: 1

=====

Number 1: energy -95233.578 eV. Number 2: energy -115177.258 eV. Number 3: energy -44149.880 eV.